Entry 1:
Here is a cluster of 3 separate species, C21H31BrN2O5 in total from the OMol25 dataset. Energies are from wB97M-V/def2-TZVPD.

## Properties
Charge   0
Energy above the lowest of the compared OMol25 structures with the same formula, charge and spin   140.71 kcal/mol
Multiplicity   1
E_HOMO   -5.7 eV
Frontier orbital gap   2.6 eV
Calculated total energy   -3877.90102 Eh

Last column: Löwdin charge in e.
Element x y z (Å)
C -2.53 3.47 -1.49  -0.0660
H -4.74 -5.03 1.94  0.0517
C 5.97 1.61 -1.11  -0.2758
C 4.42 3.18 -0.14  -0.2836
H -1.46 -6.65 -0.30  0.0801
H -2.48 2.65 0.67  0.0873
H 0.36 -4.79 0.22  0.1156
C -2.39 -0.35 2.00  0.0495
H 6.13 2.20 -2.02  0.1083
H 1.74 1.58 0.38  0.1372
C -0.25 3.26 0.07  -0.1731
H -4.85 -0.62 0.46  0.0864
H 5.56 4.31 -1.59  0.0706
C -1.03 -1.79 0.19  -0.0582
H 3.90 3.96 -2.08  0.0785
N -0.04 0.49 1.15  -0.0734
O -3.66 -3.70 0.50  0.0488
C -0.84 -3.06 -0.77  -0.1916
H 7.16 2.89 0.17  0.0668
C 0.53 3.90 -1.17  0.0202
H -6.01 -5.13 3.07  0.0636
H -6.01 -6.13 1.69  0.0645
O -4.67 -6.71 3.16  -0.2084
H -3.32 -0.22 2.66  0.1236
Br -0.58 -5.92 -2.61  0.5155
C -5.33 -5.78 2.49  -0.3849
H 5.98 0.56 -1.41  0.1193
C -1.81 3.09 -0.16  -0.0060
O -4.76 -2.11 1.79  -0.1462
H 6.91 1.27 0.80  0.0834
H -1.63 -3.07 -1.62  0.1309
H -1.27 1.60 2.70  0.1440
C -1.74 4.06 -2.71  -0.0615
C -0.20 4.27 -2.51  -0.0599
H -5.85 -1.90 0.14  0.1023
C -1.48 -5.62 -0.83  -0.5579
N -5.48 -1.32 0.91  0.0112
C 0.09 -0.69 0.28  0.0911
C -0.72 -4.47 0.00  -0.2589
C 0.99 1.57 1.25  -0.1512
H -1.28 -4.41 1.01  0.1172
C 4.54 4.23 -1.23  -0.0854
H 1.66 4.10 -1.11  0.0750
C -3.57 -2.58 1.07  -0.3369
H 1.06 -0.73 -0.34  0.1409
O 0.41 2.91 1.31  -0.1279
H 3.39 3.19 0.24  0.0886
C -2.32 -1.62 1.05  -0.0022
H 8.05 1.54 -0.54  0.0797
H -2.58 -5.38 -1.05  0.0624
H -3.66 3.31 -1.59  0.0919
O 4.67 1.86 -0.59  -0.1712
H 4.23 5.21 -0.85  0.0835
H 5.06 3.43 0.72  0.1125
H 0.17 -2.90 -1.31  0.1111
H 0.39 4.70 -3.38  0.0857
H 1.60 1.43 2.22  0.1659
C 7.09 1.84 -0.11  -0.0789
C -1.23 0.67 2.01  0.0013
H -2.29 4.33 -3.68  0.0932

Entry 2:
Here is a structure of composition C21H31CrF5P2S from the OMol25 dataset. Energies are from wB97M-V/def2-TZVPD.

## Properties
Charge   0
Energy above the lowest of the compared OMol25 structures with the same formula, charge and spin   0.00 kcal/mol
Multiplicity   5
E_HOMO (alpha / beta)   -7.5 / -7.6 eV
Frontier orbital gap (alpha / beta)   7.8 / 7.5 eV
Calculated total energy   -3443.31954 Eh

Last column: Löwdin charge in e.
Element x y z (Å)
H 2.27 -0.90 -3.60  0.1204
P -0.22 -1.44 -5.62  0.8952
H -0.93 0.54 -4.19  -0.0394
H -1.17 -2.54 -1.95  0.1236
C 0.42 -1.51 0.79  -0.2475
C 1.45 -2.04 -6.08  -0.2716
C -0.20 0.98 2.67  -0.5335
H 2.24 1.51 -3.45  0.1038
H -2.73 -0.63 -2.05  0.1243
H -2.18 -2.75 -6.25  0.0382
H 1.34 -2.49 -7.08  0.0386
F -1.39 -0.51 5.81  0.1007
H 1.22 -1.07 1.41  -0.0083
H 2.19 -1.24 -6.14  0.0438
C 0.64 0.64 5.34  -0.1270
F -2.23 -0.14 3.25  0.0663
H -0.03 1.58 -7.91  0.0686
H 0.75 -2.45 0.34  -0.0156
F 2.68 1.75 4.82  0.1013
H 1.16 3.97 -5.09  0.0434
H -2.14 1.71 -6.00  0.0445
C -0.38 -0.44 -7.20  -0.4070
H -2.44 1.23 -3.65  0.1177
H -0.96 -3.71 -5.35  0.0436
C 0.55 1.81 -2.21  -0.1492
F 1.05 0.47 6.62  0.1012
H 2.45 0.87 -1.84  0.1237
C 1.05 1.47 3.11  -0.2184
H 0.79 3.72 -6.83  0.0346
C 0.57 -1.41 -2.42  -0.1877
H -1.45 -0.30 -7.39  0.0777
Cr -0.06 -0.13 -0.66  0.3804
C 1.35 -0.42 -3.23  -0.2753
H 2.29 3.03 -6.12  0.0389
F 1.87 2.10 2.24  0.0652
C 1.24 3.28 -5.94  -0.2792
H 0.76 -0.19 -4.14  -0.0580
H 1.17 -2.27 -2.10  0.1140
H -1.46 2.40 -1.93  0.1168
C -1.36 2.47 -5.92  -0.2744
C -0.60 0.16 4.94  -0.1277
H -0.68 -3.30 -7.07  0.0337
C -0.83 -1.58 -2.34  -0.1567
H 0.84 2.71 -1.65  0.1197
C -0.81 1.63 -2.36  -0.1537
P 0.29 1.77 -5.53  0.8992
H 1.46 0.75 -7.41  0.0767
S -0.72 1.21 1.04  0.6891
C -1.54 0.70 -3.28  -0.2591
H -0.48 -1.66 1.42  -0.0106
C 0.39 0.88 -7.18  -0.4070
C -1.95 -0.72 -2.82  -0.2003
C -1.02 0.34 3.62  -0.2167
H -1.25 2.97 -6.89  0.0371
C 1.71 0.96 -2.65  -0.2128
C -1.11 -2.95 -6.12  -0.2819
H -1.65 3.22 -5.17  0.0491
H -2.45 -1.20 -3.68  0.1070
H 0.02 -1.10 -7.99  0.0677
C 1.47 1.31 4.43  -0.1327
H 1.78 -2.81 -5.38  0.0454

Entry 3:
Here is a structure of composition C21H31DyNP2S from the OMol25 dataset. Energies are from wB97M-V/def2-TZVPD.

## Properties
Charge   +1
Multiplicity   6
E_HOMO (alpha / beta)   -8.1 / -9.0 eV
Frontier orbital gap (alpha / beta)   4.8 / 5.7 eV
Calculated total energy   -2839.00303 Eh

Last column: Löwdin charge in e.
Element x y z (Å)
C -1.78 2.90 -3.59  -0.0684
C 0.99 2.20 -3.76  -0.1394
H -1.04 -3.91 -0.04  0.0496
C 2.59 0.38 -3.55  -0.1266
H 2.97 -3.53 -2.92  0.1165
C 0.54 3.55 -3.62  -0.0294
H 1.81 -1.32 4.04  0.0475
H -4.16 0.41 -0.16  0.0594
H -1.91 3.25 -0.93  0.0493
H -1.59 -2.47 0.83  -0.0075
H 1.88 -0.17 2.62  0.0005
C 4.05 -1.58 -2.99  -0.0515
H 1.61 -3.96 -0.09  0.0588
C 0.49 -2.60 -2.34  -0.2594
C 1.49 -0.52 -3.42  -0.1820
H 1.30 0.37 4.27  0.0421
C 2.92 -2.44 -2.98  -0.0469
C -1.40 1.63 -3.23  -0.2369
Dy -0.17 0.73 1.57  0.7701
H -2.20 0.60 3.38  0.0057
C -1.48 0.15 4.07  -0.4253
C -2.47 2.52 -0.33  -0.2517
H 4.63 0.49 -2.80  0.1104
H 0.62 -3.69 -2.32  0.0930
H -3.31 -1.13 -0.48  0.0384
H 1.29 4.31 -3.29  0.1217
C 3.84 -0.19 -3.13  -0.0308
S -0.46 -1.23 3.36  0.6846
H -3.12 -0.33 1.11  0.0305
P 0.30 -1.88 -0.55  0.8227
H -3.38 0.92 -2.58  0.1147
H -0.36 0.32 -0.25  -0.2431
H 5.05 -2.04 -2.93  0.1158
H 3.17 2.46 -3.87  0.1382
H 2.55 -2.43 0.06  0.0419
H -2.38 2.75 0.74  0.0272
C -0.81 3.92 -3.71  -0.0628
C 2.32 1.74 -3.92  0.0830
H -2.14 -0.40 -2.77  0.0947
H 1.02 -0.05 0.23  -0.1761
H -2.02 -0.43 4.81  0.0360
H -0.44 -2.38 -2.87  0.0665
C -3.24 -0.17 0.03  -0.2534
H 1.37 -2.87 1.34  0.0226
H -2.85 3.09 -3.72  0.1228
H -0.86 0.90 4.58  0.0505
C 1.32 -0.46 3.55  -0.3748
C -0.06 1.21 -3.60  -0.1577
H -3.53 2.54 -0.64  0.0620
H -2.01 -2.68 -0.89  0.0303
H -1.12 4.96 -3.86  0.1195
P -1.93 0.83 -0.68  0.7803
C 1.58 -2.91 0.26  -0.2690
C -1.22 -2.83 -0.14  -0.3063
C 1.66 -1.88 -2.94  -0.2420
N 0.22 -0.10 -3.44  0.1610
C -2.30 0.66 -2.49  -0.2269

Entry 4:
Here is a structure of composition C21H31HgO3 from the OMol25 dataset. Energies are from wB97M-V/def2-TZVPD.

## Properties
Charge   -1
Energy above the lowest of the compared OMol25 structures with the same formula, charge and spin   6.97 kcal/mol
Multiplicity   1
E_HOMO (alpha / beta)   -2.6 / -2.6 eV
Frontier orbital gap (alpha / beta)   4.8 / 4.8 eV
Calculated total energy   -1197.73094 Eh

Last column: Löwdin charge in e.
Element x y z (Å)
H 4.05 -2.24 -2.06  0.0854
H 2.15 -5.36 -1.29  0.0886
C 1.42 -0.26 0.63  -0.1697
C 1.09 -1.21 1.75  -0.2101
H 2.41 -0.43 0.23  0.0977
H -4.60 0.10 2.71  0.0718
O -4.38 2.74 2.05  -0.0510
H -1.00 1.42 -3.32  0.0678
H -0.99 3.23 2.56  0.0773
C 0.34 -0.58 -0.42  -0.1682
H -1.34 6.13 -0.72  0.0804
H 1.09 2.83 0.85  0.0578
C -1.00 5.31 -0.08  -0.1830
C 0.20 4.54 -0.30  -0.1865
Hg -2.04 2.15 0.38  1.1479
C 2.92 -4.70 -1.70  -0.0221
O 2.30 -3.03 0.00  -0.1143
C -1.64 4.82 1.06  -0.2065
C 4.45 -2.76 -1.19  -0.0241
H 3.75 -5.33 -2.03  0.0874
H 2.54 -4.13 -2.55  0.0856
H -0.25 0.34 -0.61  0.0635
H 1.96 -4.15 1.80  0.1321
C 3.88 -4.40 0.67  -0.0804
C 0.29 3.57 0.71  -0.2225
H -2.57 5.20 1.51  0.0857
H -3.80 -0.40 1.18  0.0586
H 3.71 -5.50 0.71  0.1181
C -4.49 0.33 1.64  -0.1266
H 1.29 0.74 1.04  0.0847
C -2.42 3.06 -2.78  -0.2062
H -2.51 -0.10 -1.66  0.0729
H -0.84 -0.33 1.85  0.1006
H -4.59 1.42 -0.85  0.0615
H -4.31 3.89 -1.92  0.0778
H 1.36 -2.18 1.35  0.0367
O -0.52 -1.68 0.13  -0.1581
C 3.40 -3.72 -0.64  -0.5801
H 4.88 -4.08 1.00  0.1134
H 0.92 4.71 -1.10  0.0718
H 0.77 -0.91 -1.38  0.1201
C -1.84 1.76 -2.73  -0.1977
C -3.99 1.74 1.52  -0.5356
H 4.77 -2.04 -0.44  0.0882
H -2.04 3.90 -3.37  0.0750
C -3.59 3.08 -2.00  -0.1797
C -2.61 0.97 -1.83  -0.2471
C 2.77 -3.59 1.30  -0.1578
C -3.70 1.80 -1.33  -0.3026
H 3.08 -2.75 1.95  0.1172
H -5.46 0.27 1.12  0.0718
H 1.56 -1.05 2.74  0.1279
H -0.89 -2.13 2.20  0.1185
C -0.42 -1.34 1.60  -0.1666
H 5.34 -3.33 -1.52  0.0909
C -0.87 3.70 1.58  -0.3379